ORCA calculation (ωB97M-V with the def2-TZVPD basis set) on the molecule C22H25N3O5S.

XYZ file:
```
56
Properties=species:S:1:pos:R:3:forces:R:3
C -1.054949 -2.333190 -0.209754 0.37 -0.24 -0.03
C -0.111544 -3.525042 -0.079594 -0.45 0.06 0.12
O 1.087970 -3.363519 -0.812382 0.30 0.05 -0.12
C 2.075337 -2.556108 -0.338837 0.14 0.08 -0.06
C 3.187632 -2.427046 -1.173042 -0.17 -0.07 0.06
C 4.243248 -1.613411 -0.822862 -0.01 0.08 0.19
C 4.221569 -0.918365 0.382613 -0.61 -0.67 0.14
C 3.136843 -1.076970 1.234651 0.32 -0.23 -0.13
C 2.070032 -1.882935 0.879312 -0.26 -0.21 -0.11
H 1.242308 -1.970433 1.563995 -0.13 -0.01 0.04
H 3.134961 -0.549707 2.174713 -0.06 0.01 0.15
N 5.234439 -0.010511 0.724644 0.18 0.86 0.30
S 4.741046 1.571943 1.048658 0.22 -0.10 -0.46
O 5.843698 2.400528 0.663022 0.03 -0.05 -0.26
O 4.239671 1.656242 2.381467 -0.34 -0.20 -0.05
C 3.384028 1.728256 -0.112123 0.28 0.10 0.66
C 2.092406 1.593977 0.328533 -0.01 0.16 -0.04
C 1.048342 1.468731 -0.591730 0.17 0.06 -0.23
C 1.350933 1.480541 -1.963931 0.30 0.05 0.65
C 2.672746 1.657975 -2.393921 0.12 0.01 0.08
C 3.683732 1.770551 -1.468903 -0.14 0.08 -0.29
H 4.711400 1.897697 -1.770947 0.11 -0.01 -0.15
H 2.887550 1.686831 -3.451997 0.06 0.01 -0.11
N 0.337649 1.313392 -2.867500 -0.09 -0.02 -0.36
C -0.936715 1.137285 -2.466270 -0.22 -0.01 0.21
C -1.319401 1.126505 -1.161740 -0.03 0.00 -0.04
C -0.333507 1.298303 -0.107379 0.03 0.02 -0.32
O -0.586729 1.296521 1.094755 0.10 0.01 0.19
C -2.788912 0.933324 -0.911509 0.38 0.05 0.03
O -3.546492 0.675430 -1.834534 -0.25 -0.05 -0.29
N -3.171436 1.077769 0.362342 -0.04 0.00 0.35
H -2.460339 1.285743 1.057117 0.12 -0.06 -0.19
C -4.553667 0.995464 0.783341 -0.37 0.18 0.05
C -5.168588 2.396219 0.828300 0.05 -0.30 -0.15
H -6.214187 2.340545 1.118470 -0.15 0.04 0.05
H -5.103643 2.859405 -0.152934 -0.01 0.08 -0.08
H -4.637772 3.018545 1.545781 0.05 0.08 0.09
C -4.641272 0.309851 2.147436 0.11 -0.21 -0.33
C -4.066946 -1.101172 2.126758 -0.09 0.19 0.12
H -4.569870 -1.704804 1.374186 -0.02 -0.12 -0.08
H -3.005213 -1.073904 1.896094 0.11 -0.07 -0.02
H -4.196587 -1.577776 3.095517 0.03 -0.11 0.06
H -5.689435 0.274832 2.449010 -0.01 0.10 0.04
H -4.100754 0.911947 2.881539 -0.05 0.10 0.09
H -5.075365 0.399371 0.025702 0.05 0.05 0.16
H -1.689592 0.999920 -3.230771 0.00 0.00 -0.04
H 0.561609 1.317100 -3.853043 -0.11 -0.01 0.19
H 1.871742 1.580596 1.384217 -0.09 -0.07 0.09
H 6.024265 -0.010804 0.096089 0.11 0.15 -0.03
H 5.091399 -1.514468 -1.485221 0.08 0.04 -0.12
H 3.193940 -2.971764 -2.103847 0.00 -0.07 -0.11
H 0.104338 -3.738820 0.973934 0.02 -0.04 -0.09
H -0.574929 -4.411187 -0.522608 0.07 0.08 0.15
H -0.636469 -1.446103 0.258799 -0.03 0.11 0.08
H -1.237888 -2.114438 -1.259052 -0.05 0.01 -0.10
H -2.002617 -2.568868 0.265435 -0.13 0.02 0.07
```
Positions in Å, forces in eV/Å.

## Properties
electronic energy: -48763.9489 eV
SMILES: CCOc1ccc(NS(=O)(=O)c2ccc3[nH]cc(C(=O)N[C@H](C)CC)c(=O)c3c2)cc1
2S+1: 1
energy above the lowest of the compared OMol25 structures with the same formula, charge and spin: 162.2 kJ/mol
E_HOMO: -8.30 eV
max |F|: 0.931 eV/Å
frontier orbital gap: 8.1 eV

ORCA calculation (ωB97M-V with the def2-TZVPD basis set) on the molecule C22H25N3O7S at a distorted geometry.

XYZ file:
```
58
Properties=species:S:1:pos:R:3:forces:R:3
C 2.311056 0.936508 -2.991722 0.23 0.26 0.15
H 3.221782 0.445190 -3.341803 -0.03 -0.02 -0.01
H 2.421626 1.191442 -1.939523 0.05 0.03 -0.15
H 2.125823 1.836930 -3.583692 -0.01 -0.06 -0.03
O 1.206759 0.056834 -3.038215 -0.32 -0.32 -0.13
C 0.949105 -0.613138 -4.193621 -0.19 -0.30 -0.16
C 1.602047 -0.410029 -5.389862 0.06 0.05 -0.10
C 1.253402 -1.182012 -6.498664 -0.81 -0.36 1.23
C 0.264014 -2.150304 -6.419920 0.47 0.35 -0.33
C -0.398279 -2.352626 -5.224463 -0.01 0.10 0.17
C -0.073510 -1.595642 -4.105125 0.31 0.07 -0.56
N -0.673457 -1.693256 -2.861460 -0.03 0.40 1.03
C -1.519315 -2.606669 -2.333984 -0.19 -0.17 -0.18
S -2.209469 -3.880312 -3.126081 -0.20 -0.41 -0.17
N -1.873258 -2.439667 -1.022140 -0.19 -0.16 0.08
C -1.466583 -1.545573 -0.035799 0.26 0.50 0.41
C -2.399893 -1.222861 0.951706 0.10 0.15 0.06
C -2.078654 -0.356713 1.986242 0.19 -0.12 -0.21
C -0.810065 0.207053 2.059893 0.03 -0.10 -0.09
C 0.132201 -0.131407 1.098125 -0.30 -0.03 0.03
C -0.183584 -1.007660 0.062211 -0.03 0.00 0.12
H 0.613966 -1.279089 -0.613104 0.03 -0.02 -0.10
C 1.514298 0.431129 1.134535 -0.07 -0.07 -0.19
O 2.281386 0.345922 0.204255 0.04 -0.03 0.10
O 1.768653 1.024916 2.294482 -0.23 -0.05 0.12
C 3.051359 1.635435 2.540346 0.64 0.23 -0.08
C 3.314338 2.790706 1.580558 -0.21 -0.21 0.11
H 2.467401 3.473424 1.572264 -0.03 0.11 0.00
H 4.198799 3.332251 1.903465 0.08 0.08 0.06
H 3.478127 2.416996 0.573557 0.04 0.03 -0.03
C 4.171858 0.601951 2.516756 -0.33 0.05 0.00
H 5.096676 1.065102 2.848421 0.10 0.05 0.07
H 3.933669 -0.225105 3.181943 0.04 -0.07 0.07
H 4.310222 0.216942 1.510122 0.06 -0.01 -0.01
H 2.930242 2.024183 3.558536 0.02 -0.08 -0.21
H -0.560102 0.887190 2.856267 0.02 0.03 0.05
C -3.134499 -0.061569 2.998078 -0.28 -0.19 -0.14
O -4.234754 -0.556975 2.971118 0.08 0.03 0.04
O -2.721704 0.808915 3.914140 0.30 0.17 0.03
C -3.652836 1.176161 4.948220 -0.49 0.12 0.47
C -3.619431 0.134930 6.061356 0.02 0.09 -0.43
H -4.307189 0.420256 6.851944 -0.07 0.02 0.10
H -3.917146 -0.835760 5.672309 -0.03 -0.07 0.03
H -2.615089 0.059411 6.472121 0.09 0.01 0.08
C -3.247759 2.558585 5.437257 -0.01 -0.35 -0.32
H -3.250524 3.266717 4.612695 -0.01 0.10 -0.04
H -2.248254 2.522928 5.862991 0.11 0.03 0.09
H -3.945572 2.898365 6.196669 -0.06 0.04 0.09
H -4.655429 1.201249 4.501841 0.23 0.01 0.07
H -3.394825 -1.643225 0.925076 -0.11 -0.02 -0.03
H -2.652089 -3.033375 -0.761834 0.22 0.03 -0.20
H -0.377194 -0.944829 -2.242143 -0.07 -0.14 -0.13
H -1.168280 -3.101351 -5.155721 0.03 0.06 0.01
H 0.019934 -2.731772 -7.294464 -0.02 -0.02 -0.02
N 1.941467 -0.958538 -7.735282 0.34 0.11 -0.63
O 1.629741 -1.639886 -8.690484 -0.02 -0.09 -0.17
O 2.799329 -0.096632 -7.757842 0.17 0.14 -0.07
H 2.379463 0.328354 -5.502554 0.01 0.03 0.06
```
Positions in Å, forces in eV/Å.

## Properties
electronic energy: -52856.5833 eV
SMILES: COc1cc([N+](=O)[O-])ccc1NC(=S)Nc1cc(C(=O)OC(C)C)cc(C(=O)OC(C)C)c1
2S+1: 1
energy above the lowest of the compared OMol25 structures with the same formula, charge and spin: 221.7 kJ/mol
E_HOMO: -8.52 eV
max |F|: 1.516 eV/Å
frontier orbital gap: 8.0 eV